w | # C2HF3O

C2HF3O in the gas phase (the ωB97M-V functional and the def2-TZVPD basis, OMol25).

Values from the calculation:
HOMO energy = -11.5 eV
Lowest unoccupied orbital energy = -0.0152 Eh
Frontier orbital gap = 11.0965 eV

```
! wB97M-V def2-TZVPD RIJCOSX def2/J DEFGRID3
* xyz 0 1
C -0.372 0.041 0.453
C 0.621 -0.019 -0.712
H 1.426 0.633 -0.698
O 0.493 -0.909 -1.545
F -1.253 -0.907 0.285
F 0.119 -0.093 1.687
F -1.034 1.253 0.530
*
```

Mulliken atomic charge list, values in e, 4 entries: 0.8631 -0.1544 0.3859 -0.3956

x | # C2HF3O

2 unconnected molecules or ions with the total composition C2HF3O (the ωB97M-V functional and the def2-TZVPD basis, OMol25).

Values from the calculation:
HOMO energy = -9.4 eV
Lowest unoccupied orbital energy = -0.0172 Eh
Frontier orbital gap = 8.9634 eV

```
! wB97M-V def2-TZVPD RIJCOSX def2/J DEFGRID3
* xyz 0 1
C 0.209 -0.798 2.399
C -0.604 -0.160 3.211
O 1.042 -1.466 1.908
F -0.001 0.458 -0.136
F -1.062 -0.833 4.314
F -1.149 1.017 3.053
H 0.007 -0.450 -0.291
*
```

Mulliken atomic charge list, values in e, 4 entries: 0.7618 0.0156 -0.3631 -0.3947

It comes down to w, which is 0.0688 hartree more stable than the next structure.

w | # CH3ClN2O2

CH3ClN2O2 in the gas phase (the ωB97M-V functional and the def2-TZVPD basis, OMol25).

Values from the calculation:
HOMO energy = -10.3 eV
Lowest unoccupied orbital energy = 0.0196 Eh
Frontier orbital gap = 10.7928 eV

```
! wB97M-V def2-TZVPD RIJCOSX def2/J DEFGRID3
* xyz 0 1
C 1.310 -0.416 -0.394
N -1.521 -0.364 0.096
N -0.746 0.528 0.537
O 0.607 0.200 0.669
O -0.994 1.633 0.934
Cl -3.137 0.188 0.104
H 1.354 0.215 -1.279
H 2.306 -0.621 -0.013
H 0.823 -1.363 -0.656
*
```

Mulliken atomic charge list, values in e, 4 entries: -0.5373 -0.4164 1.0824 -0.2845

x | # CH3ClN2O2

2 unconnected molecules or ions with the total composition CH3ClN2O2 (the ωB97M-V functional and the def2-TZVPD basis, OMol25).

Values from the calculation:
HOMO energy = -9.2 eV
Lowest unoccupied orbital energy = -0.0066 Eh
Frontier orbital gap = 9.0396 eV

```
! wB97M-V def2-TZVPD RIJCOSX def2/J DEFGRID3
* xyz 0 1
C 0.081 -0.314 -0.341
N 3.351 0.808 -0.946
N 0.246 0.796 0.309
O 4.226 1.456 -0.535
O 1.296 1.476 0.202
Cl 2.851 1.191 -2.628
H 0.863 -0.705 -0.905
H -0.834 -0.743 -0.287
H -0.418 1.353 0.870
*
```

Mulliken atomic charge list, values in e, 4 entries: -0.4306 0.3543 0.1891 -0.2559

y | # CH3ClN2O2

CH3ClN2O2 in the gas phase (the ωB97M-V functional and the def2-TZVPD basis, OMol25).

Values from the calculation:
HOMO energy = -10.4 eV
Lowest unoccupied orbital energy = -0.0362 Eh
Frontier orbital gap = 9.3851 eV

```
! wB97M-V def2-TZVPD RIJCOSX def2/J DEFGRID3
* xyz 0 1
C 0.896 0.998 0.037
N -0.399 0.409 0.142
N -0.361 -0.778 -0.283
O 0.554 -1.329 -0.904
O -1.498 -1.632 -0.114
Cl -2.887 -1.251 0.825
H 0.683 1.960 -0.148
H 1.375 1.106 1.037
H 1.636 0.518 -0.591
*
```

Mulliken atomic charge list, values in e, 4 entries: -0.7147 -0.4550 1.1003 -0.6229

It comes down to w, which is 0.0082 hartree more stable than the next structure.